Formula: C2H2N3O
Source: OMol25
Level of theory: ωB97M-V with the def2-TZVPD basis set

- Charge: +1
- Energy relative to the best compared isomer or geometry (same formula, charge and spin): 977.39 kJ/mol
- Lowest unoccupied orbital energy (spin up / spin down): -0.3810 / -0.3803 Ha
- HOMO (spin up / spin down): -15.854 / -15.855 eV

Bonds (Å) are listed after each position.
Geometry (Å):
1 H -2.17676 0.42450 -0.12807  C2 1.062
2 C -1.13886 0.20157 -0.12649  H1 1.062, C3 1.449, N4 1.343
3 C -0.42282 -0.09004 1.09875  C2 1.449, H6 1.136, O8 1.364
4 N -0.22196 0.08883 -1.10094  C2 1.343, N7 1.238
5 N 2.94121 -0.01720 -2.05713  no bonds
6 H -0.73071 -0.17498 2.18941  C3 1.136
7 N 0.87977 -0.14588 -0.58634  N4 1.238, O8 1.305
8 O 0.87014 -0.28679 0.71082  C3 1.364, N7 1.305